C27H39BN7O7S2Si2Sn | ωB97M-V with the def2-TZVPD basis set

XYZ file:
```
86
Properties=species:S:1:pos:R:3:forces:R:3
Sn -0.289599 0.236526 0.774733 -0.1345 -0.2309 -0.2311
O 0.517885 2.911036 -3.191969 0.0035 -0.0144 -0.1571
C 0.572860 2.224854 -2.042419 0.3131 0.0388 0.0473
O -0.409399 1.875763 -1.450279 0.3083 0.1891 0.4268
C 1.980833 1.983913 -1.574189 -0.1029 -0.0511 -0.0435
C 3.080475 2.384896 -2.322313 0.0128 -0.0798 0.0013
C 4.338058 2.145168 -1.796494 -0.0227 0.0083 -0.0023
C 4.445936 1.538227 -0.555824 0.0601 -0.0043 -0.0131
C 3.283555 1.178066 0.113304 -0.0494 -0.0406 -0.0971
N 2.077654 1.387387 -0.395744 0.0833 0.2189 0.0760
C 3.311418 0.613567 1.513044 -0.0347 0.0947 0.0956
O 4.443895 -0.007703 1.892873 0.1206 0.0849 0.0410
O 2.426576 0.825115 2.293305 -0.0474 -0.0381 -0.0349
H -0.407627 2.888211 -3.483058 -0.0442 0.0042 -0.0032
H 2.941567 2.858197 -3.282448 0.0012 0.0072 -0.0016
H 5.225622 2.437502 -2.341496 0.0029 0.0015 -0.0033
H 5.413772 1.369565 -0.104030 -0.0232 -0.0306 0.0194
H 4.720803 -0.602305 1.180049 -0.0758 -0.1128 -0.0415
C 0.816531 -1.269710 4.276390 -0.0399 -0.0270 0.0380
N 0.175989 -0.005229 4.595618 0.0121 0.0904 -0.0953
C 0.685060 0.915315 5.485525 -0.0286 0.0002 0.0446
C -0.203531 1.929973 5.546354 0.0023 -0.0243 0.0666
N -1.248933 1.638437 4.705551 0.0158 -0.0567 -0.1701
B -2.482531 2.545746 4.494592 0.0175 -0.0009 -0.0663
N -2.557758 3.152293 3.031811 0.0428 0.0011 0.0115
C -3.745896 3.720442 2.637568 -0.0297 0.0031 -0.0661
C -3.561600 4.330058 1.447520 -0.0365 -0.0181 0.0523
N -2.241650 4.125563 1.108862 0.0109 -0.0207 -0.0041
C -1.609357 4.626640 -0.090574 -0.0195 0.0179 -0.0191
C -1.634116 3.389458 2.081488 0.0264 0.0109 0.2001
S 0.013001 2.901213 2.038972 -0.1392 0.0474 -0.1003
C -0.994643 0.461729 4.106219 -0.0686 0.0397 0.0331
S -1.982841 -0.291196 2.909236 0.1563 -0.0311 0.0551
H 0.890741 -1.874829 5.180381 0.0140 0.0051 0.0022
H 1.805772 -1.086111 3.865725 0.0164 -0.0095 0.0087
H 0.222433 -1.793145 3.535561 0.0031 -0.0002 -0.0013
H 1.628067 0.761861 5.977849 0.0060 -0.0014 -0.0104
H -0.185734 2.843610 6.111174 0.0044 0.0047 -0.0078
H -2.387896 3.466405 5.278949 0.0250 0.0032 -0.0087
H -3.501769 1.918126 4.646157 -0.0173 0.0110 0.0373
H -4.627573 3.632793 3.246432 0.0009 0.0029 0.0038
H -4.237547 4.872371 0.811320 0.0023 0.0007 -0.0041
H -2.132263 5.529183 -0.405250 0.0201 0.0012 0.0199
H -1.651060 3.886491 -0.885579 0.0262 -0.0596 -0.0621
H -0.567969 4.854878 0.125750 -0.0006 -0.0195 0.0012
C 0.619672 -4.232436 -1.348800 0.0421 -0.0232 0.0106
Si 0.519295 -2.936875 -2.712943 0.1480 -0.0283 -0.0933
C 2.228125 -2.134660 -2.834795 -0.0246 0.0716 0.0121
C 0.380870 -3.911352 -4.341316 -0.0622 0.0235 -0.0066
C -0.776427 -1.679206 -2.422318 0.0049 0.0913 0.2811
C -1.773701 -1.868461 -1.402741 0.0806 -0.1066 -0.1603
C -2.390372 -3.130437 -1.160642 -0.0146 -0.0568 0.0189
C -3.458407 -3.256738 -0.315364 0.0214 -0.0115 -0.0264
C -3.968021 -2.121546 0.328439 0.0086 0.0495 0.0125
C -3.298429 -0.941815 0.123744 -0.1079 -0.0337 -0.0005
N -2.211131 -0.806445 -0.657491 -0.0353 0.1513 0.1257
Si -1.247210 -0.611875 -3.807792 -0.0829 0.1591 -0.1530
C -2.343370 0.875082 -3.375822 -0.1253 -0.0306 0.0976
C -2.306359 -1.519517 -5.100064 -0.0002 -0.0483 0.0465
C 0.225674 -0.012691 -4.854868 0.0019 -0.0306 0.0622
H -0.180423 -4.971804 -1.407899 0.0366 -0.0389 -0.0162
H 0.566297 -3.768861 -0.363949 -0.0168 0.0185 0.0804
H 1.571087 -4.766886 -1.421021 0.0128 0.0184 -0.0097
H 3.016771 -2.887319 -2.927645 -0.0063 -0.0357 -0.0110
H 2.431670 -1.544261 -1.939141 -0.0124 -0.0161 -0.0237
H 2.286115 -1.478950 -3.707496 0.0127 -0.0241 0.0069
H 1.135776 -4.701927 -4.390781 0.0135 0.0046 0.0226
H 0.536459 -3.256192 -5.203353 -0.0230 -0.0092 -0.0153
H -0.604349 -4.371860 -4.450918 -0.0034 -0.0264 -0.0018
H -2.035437 -3.982163 -1.724560 -0.0475 0.0246 0.0184
H -3.927145 -4.224323 -0.174406 0.0041 -0.0027 -0.0020
H -4.824328 -2.164077 0.986435 -0.0006 0.0049 0.0008
H -3.623795 -0.039651 0.632822 0.0149 0.0087 0.0077
H -3.380941 0.540833 -3.284877 -0.0013 -0.0189 -0.0313
H -2.321768 1.620889 -4.179238 -0.0080 0.0281 -0.0971
H -2.068896 1.340064 -2.431578 -0.2183 -0.1179 -0.2518
H -3.198511 -1.934711 -4.622409 -0.0163 -0.0014 -0.0052
H -1.756680 -2.349496 -5.548773 0.0046 -0.0204 -0.0067
H -2.633305 -0.854238 -5.905714 0.0008 0.0313 0.0012
H 1.076596 0.311368 -4.257122 0.0457 0.1018 0.0480
H -0.063854 0.806018 -5.521448 -0.0385 -0.0117 0.0118
H 0.576329 -0.832884 -5.487828 0.0162 0.0010 0.0128
O 2.647577 -2.972075 2.011641 -0.0397 0.0882 -0.1031
N 2.174223 -2.169188 1.217109 -0.1050 0.0793 0.0071
O 2.881653 -1.604664 0.352499 -0.0329 -0.0805 0.0714
O 0.935294 -1.885288 1.269611 0.1597 -0.1980 0.0209
```
Positions in Å, forces in eV/Å.

Calculated values
max |F|: 0.56 eV/Å
HOMO level: -3.65 eV
DFT total energy: -97332.729 eV
net charge: -1
gap between HOMO and LUMO: 5.376 eV

Here are the Löwdin charges for atoms 1 to 4, given in e:
1 Sn 1.271
2 O 0.117
3 C -0.465
4 O -0.036